(1)
{"formula": "H2OTl", "method": "ωB97M-V/def2-TZVPD", "de_lowest_kcal_mol": 3.48, "orbital_gap_ev": [8.54, 8.39], "e_lumo_ev": [-33.63, -33.61], "multiplicity": 2, "charge": 4, "symbols": ["Tl", "O", "H", "H"], "positions_angstrom": [[-1.6634, -0.6933, 1.6666], [0.2584, 0.1693, -0.3084], [1.1743, 0.3456, -0.0931], [0.2307, 0.1784, -1.2651]], "lowdin_charge": [2.8473, 0.6738, 0.2369, 0.2420]}



(2)
{"formula": "C20H28FN3O2", "method": "ωB97M-V/def2-TZVPD", "de_lowest_kcal_mol": 41.22, "smiles": "CC(C)=CC(=O)N1CC[C@@H](N2CCN(c3ccccc3F)CC2)[C@H](O)C1", "orbital_gap_ev": 8.72, "e_lumo_ev": 0.73, "charge": 0, "symbols": ["C", "C", "C", "C", "C", "O", "N", "C", "C", "C", "N", "C", "C", "N", "C", "C", "C", "C", "C", "C", "F", "C", "C", "C", "O", "C", "H", "H", "H", "H", "H", "H", "H", "H", "H", "H", "H", "H", "H", "H", "H", "H", "H", "H", "H", "H", "H", "H", "H", "H", "H", "H", "H", "H"], "positions_angstrom": [[5.0436, 4.5917, 1.0035], [4.4765, 3.2801, 1.4532], [3.7186, 3.3283, 2.7413], [4.6177, 2.1766, 0.7196], [4.1394, 0.8273, 1.1006], [4.2674, 0.3641, 2.2222], [3.6143, 0.0813, 0.0842], [3.1646, -1.2660, 0.3663], [1.6394, -1.3268, 0.4620], [1.0337, -0.7893, -0.8403], [-0.4192, -0.7969, -0.9520], [-0.9882, -2.0807, -1.3183], [-2.4510, -1.9024, -1.7331], [-3.1789, -1.3155, -0.6325], [-4.5155, -1.5819, -0.4030], [-5.0619, -1.3533, 0.8680], [-6.3751, -1.6514, 1.1651], [-7.2062, -2.2086, 0.2074], [-6.7016, -2.4500, -1.0569], [-5.3909, -2.1305, -1.3487], [-4.9803, -2.3512, -2.6283], [-2.6032, -0.0499, -0.2374], [-1.1497, -0.2607, 0.1833], [1.5478, 0.6398, -1.0853], [1.0455, 1.1479, -2.2936], [3.0837, 0.6245, -1.1395], [5.7705, 4.9493, 1.7320], [5.5330, 4.5061, 0.0368], [4.2537, 5.3389, 0.9338], [4.3190, 3.8184, 3.5058], [3.4660, 2.3305, 3.0832], [2.8049, 3.9101, 2.6144], [5.1739, 2.2201, -0.2074], [3.6191, -1.5697, 1.3109], [3.5168, -1.9241, -0.4357], [1.3225, -2.3567, 0.6329], [1.3155, -0.7168, 1.3067], [1.4018, -1.4028, -1.6736], [-0.4293, -2.4916, -2.1616], [-0.9432, -2.7993, -0.4825], [-2.8623, -2.8827, -1.9692], [-2.4977, -1.2690, -2.6315], [-4.4259, -0.9497, 1.6406], [-6.7498, -1.4585, 2.1591], [-8.2313, -2.4498, 0.4382], [-7.3158, -2.8687, -1.8388], [-3.1723, 0.3865, 0.5816], [-2.6240, 0.6517, -1.0875], [-0.7163, 0.6952, 0.4796], [-1.1261, -0.9463, 1.0462], [1.2448, 1.2928, -0.2487], [0.1483, 0.7943, -2.3843], [3.4348, 1.6416, -1.3025], [3.3990, 0.0039, -1.9858]], "lowdin_charge": [-0.0571, -0.3189, -0.0425, 0.0026, -0.4429, 0.0539, -0.0530, -0.1334, -0.1016, -0.2755, -0.1432, -0.1570, -0.1446, -0.0950, -0.1653, -0.0229, -0.0953, -0.0966, -0.0198, -0.1988, 0.0415, -0.1353, -0.1560, -0.3291, -0.0101, -0.0917, 0.0844, 0.0758, 0.0839, 0.0869, 0.0664, 0.0873, 0.1146, 0.1218, 0.1310, 0.1200, 0.1218, 0.1552, 0.1267, 0.1288, 0.1257, 0.1306, 0.1085, 0.1019, 0.1003, 0.1173, 0.1148, 0.1330, 0.1235, 0.1307, 0.1504, 0.0857, 0.1207, 0.1399]}



(3)
{"formula": "C24H29ClN6O2S", "method": "ωB97M-V/def2-TZVPD", "smiles": "Nc1nc(Cl)cc(N(Cc2cccs2)C2CC2)n1.CNC(=O)[C@H](Cc1ccccc1)NC(C)=O", "orbital_gap_ev": 9.30, "e_lumo_ev": 0.49, "charge": 0, "symbols": ["N", "C", "N", "C", "Cl", "C", "C", "N", "C", "C", "C", "C", "C", "S", "C", "C", "C", "N", "H", "H", "H", "H", "H", "H", "H", "H", "H", "H", "H", "H", "H", "C", "N", "C", "O", "C", "C", "C", "C", "C", "C", "C", "C", "N", "C", "C", "O", "H", "H", "H", "H", "H", "H", "H", "H", "H", "H", "H", "H", "H", "H", "H", "H"], "positions_angstrom": [[-1.7061, -3.4916, -0.7076], [-0.4225, -3.1629, -0.7062], [0.3494, -3.8470, -1.5016], [1.6399, -3.5539, -1.4409], [2.7511, -4.3763, -2.4984], [2.1161, -2.6249, -0.5509], [1.2089, -1.9961, 0.2706], [1.6111, -1.0919, 1.2594], [0.6581, -0.7334, 2.3385], [0.6417, -1.8100, 3.3932], [1.3001, -1.7364, 4.5980], [1.1133, -2.9305, 5.4076], [0.3143, -3.8600, 4.7919], [-0.2325, -3.3277, 3.2110], [3.0408, -0.9266, 1.5790], [3.9017, -0.0858, 0.6471], [3.5511, 0.4334, 2.0366], [-0.0836, -2.2525, 0.1587], [-1.8342, -4.4327, -1.0506], [-2.1439, -3.2322, 0.1651], [3.1767, -2.4342, -0.5078], [-0.3547, -0.5754, 1.9524], [0.9518, 0.2149, 2.7976], [1.8997, -0.8864, 4.9116], [1.5574, -3.0702, 6.3897], [0.0491, -4.8198, 5.2237], [3.5082, -1.8028, 2.0459], [4.9306, -0.4156, 0.4751], [3.4083, 0.3744, -0.2146], [2.8401, 1.2604, 2.1061], [4.3456, 0.4447, 2.7886], [-3.9893, -1.6389, -2.8432], [-2.8273, -0.8470, -2.4437], [-2.8598, 0.1439, -1.5434], [-3.9006, 0.4833, -0.9860], [-1.5459, 0.9181, -1.3244], [-1.5905, 1.9320, -0.1633], [-0.4167, 2.8939, -0.1171], [0.8779, 2.4290, 0.1806], [1.9676, 3.3191, 0.1648], [1.7646, 4.6751, -0.1443], [0.4725, 5.1423, -0.4379], [-0.6148, 4.2522, -0.4291], [-1.0145, 1.5350, -2.5555], [-1.6152, 2.3177, -3.4540], [-3.0763, 2.6970, -3.3237], [-0.9760, 2.7372, -4.4057], [-4.2269, -2.3592, -2.0590], [-4.8519, -0.9855, -2.9936], [-3.7792, -2.1727, -3.7713], [-1.9374, -1.0723, -2.8614], [-0.8181, 0.1627, -1.0273], [-1.6310, 1.3806, 0.7769], [-2.5092, 2.5150, -0.2276], [1.0372, 1.3844, 0.3996], [2.9647, 2.9622, 0.3781], [2.6032, 5.3571, -0.1640], [0.3166, 6.1835, -0.6822], [-1.6027, 4.6137, -0.6762], [-0.0299, 1.4120, -2.7309], [-3.3035, 3.4697, -4.0562], [-3.6987, 1.8275, -3.5209], [-3.2758, 3.0804, -2.3271]], "lowdin_charge": [0.1584, -0.5442, 0.1139, -0.7051, 0.6845, -0.0469, -0.2889, -0.0239, -0.1677, -0.5011, -0.1230, -0.1812, -0.4078, 0.9955, -0.2687, -0.0974, -0.0924, 0.1720, 0.1115, 0.1064, 0.0995, 0.1051, 0.1165, 0.1097, 0.0982, 0.0630, 0.1511, 0.1043, 0.1038, 0.0821, 0.1056, -0.0573, 0.0224, -0.4770, 0.0531, -0.1985, -0.0949, -0.2127, -0.0387, -0.0770, -0.0831, -0.0689, -0.0292, 0.1165, -0.5434, 0.0246, 0.0340, 0.0751, 0.0852, 0.0857, 0.1361, 0.1282, 0.1181, 0.1066, 0.0814, 0.0871, 0.0960, 0.0987, 0.1068, 0.1503, 0.0879, 0.0808, 0.0731]}



(4)
{"formula": "C33H60Br6O24", "method": "ωB97M-V/def2-TZVPD", "de_lowest_kcal_mol": 0.00, "smiles": "C[C@H]1COC(=O)O1.C[C@H]1COC(=O)O1.C[C@H]1COC(=O)O1.COC(=O)OC.COC(=O)OC.COC(=O)OC.COC(=O)OC.COC(=O)OC.BrCCBr.BrCCBr.BrCCBr", "orbital_gap_ev": 10.04, "e_lumo_ev": 0.32, "charge": 0, "symbols": ["C", "C", "C", "O", "C", "O", "O", "H", "H", "H", "H", "H", "H", "C", "C", "C", "O", "C", "O", "O", "H", "H", "H", "H", "H", "H", "C", "C", "C", "O", "C", "O", "O", "H", "H", "H", "H", "H", "H", "C", "O", "C", "O", "O", "C", "H", "H", "H", "H", "H", "H", "C", "O", "C", "O", "O", "C", "H", "H", "H", "H", "H", "H", "C", "O", "C", "O", "O", "C", "H", "H", "H", "H", "H", "H", "C", "O", "C", "O", "O", "C", "H", "H", "H", "H", "H", "H", "C", "O", "C", "O", "O", "C", "H", "H", "H", "H", "H", "H", "Br", "C", "C", "Br", "H", "H", "H", "H", "Br", "C", "C", "Br", "H", "H", "H", "H", "Br", "C", "C", "Br", "H", "H", "H", "H"], "positions_angstrom": [[-7.1672, -2.7806, 1.0297], [-5.7926, -2.7461, 0.4531], [-5.6838, -3.0959, -1.0492], [-4.8723, -2.0632, -1.5897], [-4.7108, -1.0644, -0.6900], [-4.1135, -0.0625, -0.9076], [-5.2791, -1.3950, 0.4842], [-7.8678, -2.1801, 0.4465], [-7.1865, -2.4181, 2.0549], [-7.5540, -3.8023, 0.9844], [-5.0480, -3.3730, 0.9499], [-6.6619, -3.1277, -1.5368], [-5.2015, -4.0567, -1.2201], [1.2256, -1.9739, 2.9892], [1.8211, -3.0065, 3.9089], [2.5854, -2.3701, 5.1018], [1.8590, -2.7787, 6.2623], [0.7677, -3.4922, 5.8907], [-0.0439, -3.9170, 6.6383], [0.7731, -3.7299, 4.5644], [0.5018, -1.3331, 3.4977], [0.7307, -2.4058, 2.1181], [2.0155, -1.3105, 2.6281], [2.4853, -3.6848, 3.3748], [2.6028, -1.2843, 5.0001], [3.6041, -2.7360, 5.2163], [-0.0877, 4.8433, 2.9852], [-0.3277, 5.7390, 1.8057], [0.5454, 7.0049, 1.7644], [1.1587, 6.9858, 0.4894], [0.7918, 5.8707, -0.1975], [1.0682, 5.6673, -1.3312], [0.0872, 5.0431, 0.5887], [-0.7779, 4.0079, 3.0357], [-0.1673, 5.4220, 3.9103], [0.9321, 4.4564, 2.9622], [-1.3913, 5.9003, 1.6264], [1.2733, 6.9939, 2.5756], [-0.0721, 7.8971, 1.8660], [-1.0431, -0.3864, 6.7856], [-1.1938, -0.8196, 5.4553], [-2.2994, -0.5757, 4.7576], [-3.2045, 0.1358, 5.0795], [-2.2059, -1.2620, 3.6256], [-3.3251, -1.2448, 2.7725], [-1.7126, -0.8461, 7.5130], [-1.2489, 0.6831, 6.9013], [0.0006, -0.5844, 6.9994], [-3.7163, -0.2564, 2.5461], [-4.1663, -1.8289, 3.1664], [-3.0694, -1.7776, 1.8578], [4.9020, -1.1243, 0.4997], [3.6094, -0.5753, 0.7547], [3.5654, 0.6913, 1.1461], [4.4872, 1.3735, 1.5146], [2.2959, 1.0898, 1.0563], [2.0638, 2.4710, 1.3619], [5.5638, -1.0076, 1.3553], [5.3544, -0.5701, -0.3282], [4.7893, -2.1496, 0.1658], [2.6635, 3.0966, 0.6972], [2.2921, 2.6899, 2.4010], [1.0208, 2.6392, 1.1061], [6.7868, 3.5058, -4.3316], [5.5687, 3.7090, -3.6227], [4.8152, 2.6178, -3.4329], [4.8683, 1.6180, -4.1040], [3.9900, 2.8830, -2.4292], [3.0958, 1.8538, -1.9937], [7.0797, 4.4648, -4.7503], [6.6589, 2.8023, -5.1520], [7.5587, 3.1589, -3.6450], [2.2819, 1.6718, -2.6914], [2.6590, 2.2243, -1.0675], [3.6670, 0.9607, -1.7402], [-2.5722, 4.8350, -1.1309], [-3.6158, 4.6785, -2.0882], [-4.7984, 4.3479, -1.5895], [-5.1000, 4.3304, -0.4214], [-5.6161, 4.0644, -2.5970], [-6.9425, 3.6956, -2.2150], [-1.6188, 4.7221, -1.6409], [-2.6895, 4.1591, -0.2900], [-2.5782, 5.8761, -0.7871], [-6.9095, 2.6779, -1.8267], [-7.5528, 3.7702, -3.1083], [-7.3544, 4.3508, -1.4502], [4.3149, -5.9963, -3.9621], [4.1855, -5.5814, -2.5966], [3.0547, -4.9456, -2.3072], [2.0714, -4.9018, -3.0050], [3.1810, -4.3663, -1.1216], [2.0820, -3.5626, -0.7323], [3.6540, -6.8375, -4.1693], [5.3626, -6.2479, -4.0667], [4.0132, -5.1990, -4.6406], [1.3639, -4.1896, -0.1902], [1.5617, -3.0861, -1.5534], [2.4067, -2.7837, -0.0448], [-1.5108, -3.0771, -4.7954], [-2.2868, -2.8853, -3.0094], [-1.6055, -3.8984, -2.1338], [-1.9687, -3.5963, -0.2384], [-3.3414, -3.0610, -3.1647], [-2.1216, -1.8590, -2.7120], [-0.5301, -3.7741, -2.2166], [-1.8972, -4.8955, -2.4466], [-1.7096, 2.0076, 1.3844], [-0.9197, 1.4018, -0.2894], [-0.6605, -0.0666, -0.1806], [0.1672, -0.6507, -1.8823], [0.0020, 1.9523, -0.4601], [-1.6283, 1.6625, -1.0694], [-1.5362, -0.7012, -0.1357], [0.0334, -0.2977, 0.6222], [1.0544, -1.4701, -6.5817], [2.2916, -2.1892, -5.2794], [2.7919, -1.0871, -4.3875], [3.9256, -1.8126, -2.9978], [3.0925, -2.6736, -5.8300], [1.7905, -2.9636, -4.6983], [2.0074, -0.4910, -3.9308], [3.3817, -0.3590, -4.9436]], "lowdin_charge": [-0.0205, -0.3148, -0.0949, 0.0218, -0.5760, 0.1587, 0.0580, 0.0955, 0.0902, 0.0964, 0.1351, 0.1339, 0.1251, -0.0141, -0.2868, -0.0776, 0.0579, -0.5798, 0.1678, 0.0902, 0.0838, 0.0803, 0.0727, 0.1500, 0.1283, 0.1294, -0.0407, -0.2814, -0.0889, 0.0736, -0.5757, 0.1705, 0.0251, 0.0219, 0.0968, 0.0791, 0.1509, 0.1321, 0.1351, -0.0387, -0.0144, -0.6159, 0.1477, -0.0004, -0.0698, 0.1051, 0.0964, 0.0908, 0.0829, 0.1038, 0.0455, -0.0400, -0.0372, -0.6407, 0.1451, -0.0343, -0.0419, 0.0996, 0.0876, 0.0806, 0.1010, 0.1016, 0.0318, -0.0416, 0.0023, -0.5990, 0.1131, 0.0260, -0.0187, 0.0925, 0.0898, 0.0979, 0.0873, 0.0661, 0.0713, -0.0475, 0.0196, -0.6227, 0.1167, 0.0084, -0.0358, 0.0920, 0.0454, 0.1025, 0.0966, 0.0920, 0.0936, -0.0257, -0.0004, -0.6763, 0.0976, -0.0260, -0.1033, 0.0984, 0.0958, 0.0873, 0.0949, 0.0083, 0.0737, 0.6580, -0.7009, -0.6670, 0.7168, 0.0380, -0.0082, 0.0053, 0.0670, 0.7930, -0.6514, -0.6134, 0.8022, 0.0396, 0.0612, -0.0043, 0.0453, 0.6219, -0.7056, -0.6885, 0.8090, 0.0555, 0.0250, -0.0145, 0.0491]}



(5)
{"formula": "C4H12N4", "method": "ωB97M-V/def2-TZVPD", "de_lowest_kcal_mol": 60.80, "smiles": "NC/C=N\\NCCN", "orbital_gap_ev": 9.78, "e_lumo_ev": 0.94, "charge": 0, "symbols": ["N", "C", "C", "N", "N", "C", "C", "N", "H", "H", "H", "H", "H", "H", "H", "H", "H", "H", "H", "H"], "positions_angstrom": [[-1.6201, 0.9705, -1.8937], [-0.3135, 1.6199, -2.1522], [0.4403, 2.1973, -0.9500], [0.5803, 1.6043, 0.1730], [0.4574, 0.1943, 0.1300], [0.4058, -0.4127, 1.4736], [0.3159, -1.8578, 1.1627], [0.7956, -2.7944, 2.2081], [-2.0461, 0.7597, -2.7830], [-2.2824, 1.4632, -1.2538], [0.2464, 0.7850, -2.4956], [-0.3239, 2.1981, -3.1359], [0.7187, 3.2525, -0.9348], [-0.3796, -0.1555, -0.3302], [1.3199, -0.1637, 2.0441], [-0.4804, -0.0836, 2.0563], [0.9769, -2.0385, 0.2200], [-0.5898, -2.3214, 0.8873], [0.1254, -2.7265, 2.9846], [1.6532, -2.4906, 2.5897]], "lowdin_charge": [-0.0356, -0.2636, -0.1677, 0.0203, -0.0900, -0.2347, -0.3100, -0.0145, 0.0590, 0.0899, 0.0793, 0.1181, 0.0924, 0.0858, 0.1193, 0.1178, 0.1412, 0.0911, 0.0680, 0.0337]}



(6)
{"formula": "C10H8Br2NS", "method": "ωB97M-V/def2-TZVPD", "orbital_gap_ev": [6.74, 6.74], "e_lumo_ev": [-5.83, -5.83], "charge": 1, "symbols": ["C", "C", "C", "C", "C", "C", "C", "C", "C", "C", "N", "S", "Br", "Br", "H", "H", "H", "H", "H", "H", "H", "H"], "positions_angstrom": [[-1.7389, 1.3662, -0.6441], [-0.4169, 1.8552, -0.5703], [-2.0175, 0.0904, -0.1944], [0.5674, 1.1337, 0.2188], [-1.0482, -0.6307, 0.4429], [3.2820, -1.1307, 0.1610], [0.2327, -0.1414, 0.6043], [2.7668, 1.0258, 1.1138], [5.4698, 0.4418, 0.1400], [1.3046, -0.8150, 1.4647], [2.5752, -0.3165, 0.9453], [4.8225, -0.9922, -0.6055], [2.4341, 1.5998, 2.8599], [6.4571, 1.3735, -0.9882], [-2.4600, 1.8062, -1.2810], [-0.2186, 2.7302, -1.1359], [-2.9557, -0.3671, -0.3383], [1.6735, 1.4551, 0.3291], [-1.3045, -1.6600, 0.7737], [2.7187, -2.0020, -0.0637], [1.1020, -0.5192, 2.5346], [1.0786, -1.9606, 1.5411]], "lowdin_charge": [-0.0458, 0.0108, -0.0637, -0.0294, -0.0404, -0.3039, -0.2258, -0.4984, -0.9176, -0.1428, -0.2450, 0.9353, 0.8847, 0.8283, 0.1041, 0.0984, 0.1066, 0.0350, 0.1348, 0.1000, 0.0994, 0.1755]}



Number 1: calculated total energy -6692.9592 eV. Number 2: calculated total energy -32477.2168 eV. Number 3: calculated total energy -61752.8995 eV. Number 4: calculated total energy -504591.1696 eV. Number 5: calculated total energy -10300.6350 eV. Number 6: calculated total energy -162895.1965 eV.